# 1
Formula: C41H52BiN5O3SSi2
Source: OMol25
Level of theory: ωB97M-V/def2-TZVPD

```
105
Properties=species:S:1:pos:R:3:forces:R:3
Bi 0.03655 0.64621 -0.17791 0.12 0.14 -0.01
C 5.35586 -0.43479 0.07662 0.06 0.02 -0.05
C 5.78404 0.86707 -0.14273 -0.06 -0.03 -0.01
C 4.88217 1.80284 -0.61466 -0.02 0.00 0.05
C 3.56851 1.40808 -0.89386 0.22 -0.04 0.09
N 3.16128 0.16583 -0.64451 -0.16 -0.04 -0.17
C 4.02449 -0.72223 -0.17046 0.03 -0.11 -0.07
C 2.58808 2.31959 -1.53444 -0.18 0.13 -0.06
C 3.07338 3.34229 -2.35933 -0.02 -0.08 0.08
C 2.21837 4.17560 -3.05477 -0.02 0.07 -0.04
C 0.84883 3.98879 -2.95170 0.01 0.04 -0.03
C 0.36005 2.98648 -2.13214 -0.01 -0.10 0.00
C 1.20285 2.15296 -1.39967 0.15 -0.11 -0.05
H 6.03431 -1.19466 0.43966 -0.04 -0.02 0.01
H 6.81105 1.14838 0.05216 -0.01 0.02 0.03
H 5.19181 2.82863 -0.75374 -0.01 0.01 -0.04
H 3.61616 -1.71198 0.01658 0.05 0.00 0.00
H 4.14067 3.46931 -2.48411 0.02 -0.02 -0.01
H 2.61910 4.95653 -3.68824 0.01 -0.02 -0.01
H 0.16384 4.61819 -3.50589 0.01 0.00 -0.01
H -0.71508 2.84889 -2.06118 0.00 0.03 0.00
C 0.28000 4.24853 0.97346 -0.03 -0.20 -0.18
Si -0.86767 2.74683 1.14896 -0.13 0.70 0.37
C -2.62882 3.36011 0.78044 0.18 -0.17 0.03
C -0.72240 2.28249 2.98194 -0.10 -0.13 -0.16
C -1.44970 2.98531 3.94484 -0.08 0.06 0.00
C -1.30003 2.72128 5.29645 0.00 0.04 0.03
C -0.41480 1.73440 5.70700 -0.03 -0.01 0.02
C 0.30788 1.02698 4.76056 0.13 -0.13 0.04
C 0.17492 1.28262 3.39450 -0.15 -0.07 -0.35
Si 1.26314 0.34423 2.13399 0.21 -0.12 0.92
C 3.01293 0.95361 2.53975 -0.10 -0.03 -0.42
C 1.20267 -1.50969 2.55085 0.02 0.16 -0.19
H 0.00917 5.03885 1.67785 -0.09 -0.07 0.06
H 0.25303 4.66203 -0.03554 0.01 0.03 0.01
H 1.31270 3.95525 1.17930 0.00 0.00 0.00
H -2.86710 4.25557 1.35998 0.05 0.00 0.03
H -3.38622 2.60574 1.00362 0.01 -0.03 -0.02
H -2.72273 3.62284 -0.27556 0.01 -0.02 -0.01
H -2.14386 3.76017 3.63286 0.00 -0.01 0.03
H -1.86133 3.28980 6.02858 -0.02 -0.04 -0.01
H -0.29310 1.51700 6.76097 0.00 -0.02 0.00
H 0.99749 0.25765 5.09677 -0.02 0.00 0.02
H 3.17212 0.93850 3.61993 -0.14 -0.03 0.04
H 3.17041 1.97726 2.19345 -0.01 0.01 0.03
H 3.77029 0.31928 2.07724 -0.02 0.09 0.07
H 1.18610 -1.68792 3.62902 0.01 0.08 0.02
H 2.08508 -2.01287 2.14602 -0.01 0.01 -0.03
H 0.32217 -1.98543 2.11304 -0.05 0.02 0.02
N 1.09818 -1.97937 -1.89264 0.01 -0.19 0.08
C -0.25945 -2.44782 -2.15242 0.10 -0.04 -0.16
C -0.29426 -3.74569 -2.99305 -0.13 -0.11 0.28
C 0.01170 -5.02658 -2.19652 -0.21 0.07 -0.01
C -1.02186 -5.54562 -1.17098 0.00 0.17 -0.16
N -2.36036 -5.80041 -1.69840 0.44 -0.13 -0.33
C -3.31665 -4.81600 -1.75218 -0.10 0.50 0.65
N -3.49978 -3.89640 -0.87347 -0.09 0.29 -0.38
N -4.18959 -4.89506 -2.80930 -0.05 -0.19 -0.25
C -1.00120 -1.34350 -2.92394 1.20 -0.29 -0.04
O -0.40724 -0.64287 -3.70930 -0.40 -0.03 0.24
O -2.29869 -1.20955 -2.72928 -1.55 -1.03 0.85
H 1.34364 -1.25301 -2.55770 -0.01 -0.03 -0.04
H 1.77383 -2.72746 -1.99056 -0.03 0.00 0.01
H -0.75011 -2.62223 -1.19127 -0.27 0.07 0.03
H 0.47874 -3.63895 -3.75670 -0.08 0.03 -0.11
H -1.24320 -3.84440 -3.52703 -0.12 -0.04 0.08
H 0.94900 -4.87497 -1.65175 0.04 -0.14 0.00
H 0.18821 -5.83218 -2.91580 0.09 0.01 0.00
H -1.10212 -4.86725 -0.32310 -0.06 0.03 0.00
H -0.65115 -6.49524 -0.78427 0.07 0.05 0.12
H -2.37443 -6.44887 -2.47076 -0.03 -0.02 0.00
H -2.92875 -3.96964 -0.03688 0.15 -0.02 -0.22
H -2.69919 -1.89489 -2.10246 0.87 0.90 -0.73
H -3.87050 -5.29813 -3.67387 0.03 0.09 -0.01
H -4.80542 -4.10328 -2.89584 -0.02 -0.07 0.04
O -2.34208 -2.34664 1.30172 0.41 -0.15 0.06
S -3.53994 -1.46325 1.25575 -0.55 0.18 0.41
C -3.38056 -0.21985 2.59734 -0.01 -0.31 -0.08
C -3.27368 -0.75698 3.99596 0.05 0.02 0.02
C -2.36576 -1.76356 4.32486 0.01 0.03 0.04
C -2.26692 -2.21881 5.63078 0.02 0.00 0.02
C -3.06285 -1.67157 6.62653 0.00 -0.03 0.02
C -3.97074 -0.67410 6.30560 -0.04 0.04 0.08
C -4.07653 -0.22210 4.99935 0.06 0.04 -0.03
C -4.91059 -2.43416 2.01491 0.23 0.16 -0.31
C -6.12668 -1.58735 2.22917 -0.11 0.02 -0.01
C -6.70676 -0.90301 1.16093 0.02 -0.03 -0.01
C -7.83170 -0.11692 1.35490 -0.02 0.01 -0.01
C -8.39768 -0.01002 2.61758 0.01 0.05 0.02
C -7.82778 -0.68757 3.68515 -0.01 0.00 0.00
C -6.69798 -1.46884 3.49224 0.00 -0.03 0.00
H -4.25780 0.42048 2.48682 0.05 0.08 -0.01
H -2.49171 0.35432 2.33048 0.04 0.04 -0.09
H -1.75130 -2.19891 3.55187 0.08 0.02 -0.06
H -1.55720 -2.99999 5.87487 -0.01 0.01 -0.02
H -2.97269 -2.02051 7.64765 -0.02 0.00 -0.01
H -4.59894 -0.24564 7.07703 0.01 0.02 -0.01
H -4.78379 0.56195 4.75406 -0.01 -0.01 0.00
H -4.52033 -2.85994 2.93826 0.01 -0.01 0.01
H -5.09721 -3.23006 1.29202 0.10 -0.01 -0.03
H -6.27259 -0.99160 0.17137 -0.01 -0.01 0.00
H -8.27085 0.41045 0.51783 0.00 -0.01 0.00
H -9.27726 0.60226 2.76868 0.00 -0.01 0.00
H -8.26233 -0.60753 4.67351 -0.01 -0.01 0.00
H -6.25538 -1.99310 4.33063 0.02 0.00 -0.02
```
Forces are in eV/Å.

## Properties
Total energy = -89386.54588 eV
Gap between HOMO and LUMO = 8.16 eV
Total charge = 0
Largest force on an atom = 2.04 eV/A
Lowest unoccupied orbital energy = 0.6 eV

***

# 2
Formula: C41H54B2BrN4O16PS2
Source: OMol25
Level of theory: ωB97M-V/def2-TZVPD

```
121
Properties=species:S:1:pos:R:3:forces:R:3
C 5.62241 -1.93889 -1.42167 -0.61 0.31 0.19
C 4.44837 -2.07293 -2.40947 1.49 -0.14 -0.68
O 3.54866 -0.95180 -2.39041 -0.51 -0.76 0.15
B 2.59327 -0.98523 -1.41341 0.54 0.66 0.30
O 2.69915 -1.92625 -0.42302 0.21 -0.05 -0.06
C 1.37997 0.12743 -1.45042 0.86 -1.13 0.54
C 0.16032 -0.63080 -0.78042 -0.12 0.01 0.28
N 0.31786 -0.57333 0.71529 0.07 -1.21 0.01
C 0.27263 -1.63076 1.31320 -0.01 0.66 -0.63
S 0.23015 -3.04786 1.98421 0.05 0.21 0.10
O -1.13113 -0.14892 -1.04108 0.59 -0.57 -0.33
C -2.06238 -1.01433 -1.63041 -1.13 1.15 -1.52
C -1.68905 -1.66226 -2.97384 -0.19 -0.81 0.75
Br -2.70918 -2.47433 -0.44143 0.50 -0.05 0.51
C -3.30576 -0.13530 -1.90706 0.91 0.62 0.10
C -3.73454 0.73622 -0.72091 -1.38 0.07 0.10
O -5.06960 0.29401 -0.35947 1.12 1.13 1.32
C -3.89026 2.23425 -1.04747 0.44 0.64 -0.29
N -2.75310 2.82953 -1.76466 0.14 0.01 0.03
N 1.88952 1.26823 -0.72850 -0.42 1.20 -0.75
O 2.69851 0.91344 0.36978 0.22 -0.54 0.46
C 3.67812 1.92053 0.62058 0.75 -0.13 -0.47
C 4.41255 2.47807 -0.60809 1.18 1.39 0.58
C 4.92529 3.89146 -0.18284 0.09 -0.09 0.23
C 5.63939 1.64139 -1.05395 -0.72 0.05 -0.70
C 6.74057 2.41648 -1.80947 0.03 -1.72 -0.76
C 6.19088 3.11212 -3.07560 0.00 0.38 0.66
C 7.72213 1.32825 -2.33882 -0.41 0.82 -0.11
B 0.95082 2.39049 -0.49717 -0.64 0.39 0.54
N 0.01402 2.39741 0.61094 0.53 0.22 -0.44
O 0.95262 3.43709 -1.39972 -0.30 -1.01 -0.34
P 1.22902 0.58804 -3.23629 -0.79 1.66 -0.92
O 2.54768 1.51243 -3.50854 -0.01 -1.14 0.24
O 1.39705 -0.72380 -4.19697 0.47 0.41 0.48
S -0.31047 1.57843 -3.79474 -0.34 -0.29 0.16
H 6.47707 -1.47253 -1.91264 0.03 -0.12 0.13
H 5.31996 -1.28463 -0.60066 0.08 -0.10 -0.01
H 5.90139 -2.89721 -0.98134 0.03 0.02 -0.20
H 3.95237 -3.04086 -2.33092 -0.35 0.30 0.32
H 4.90653 -2.06449 -3.40577 -0.33 0.05 -0.02
H 2.80823 -1.52867 0.45036 -0.44 -0.05 0.00
H 0.28224 -1.69176 -1.02924 -0.47 0.13 -0.33
H -0.70328 -2.13362 -2.98497 0.03 0.22 -0.03
H -1.84404 -1.00951 -3.83076 0.37 0.35 0.26
H -2.38254 -2.48793 -3.10914 0.05 0.07 0.01
H -3.00727 0.51399 -2.73991 0.14 0.06 0.22
H -4.12242 -0.74302 -2.28535 -0.04 -0.08 0.36
H -3.10402 0.62826 0.16704 0.34 -0.16 -0.38
H -5.20669 0.55000 0.56107 -0.02 0.00 -0.07
H -4.03915 2.81832 -0.12935 -0.20 -0.42 0.09
H -4.79397 2.38832 -1.64560 0.01 -0.36 0.09
H -2.27836 3.52959 -1.21137 -0.14 0.00 0.03
H -3.04049 3.28256 -2.62100 0.04 -0.08 0.00
H 3.29149 2.74679 1.23419 -0.51 -0.18 -0.29
H 4.43344 1.43864 1.25347 -0.25 -0.12 0.02
H 3.77932 2.64650 -1.47889 -0.35 -0.33 0.31
H 4.24192 4.39494 0.50720 -0.05 -0.02 -0.20
H 5.89203 3.82784 0.32917 -0.15 -0.05 0.07
H 5.07889 4.55203 -1.03710 -0.05 -0.09 0.03
H 6.05700 1.03314 -0.24141 0.05 0.34 0.10
H 5.27051 0.91535 -1.79196 0.00 -0.07 0.19
H 7.30810 3.09132 -1.16810 -0.24 0.15 -0.04
H 6.86745 3.93008 -3.33954 -0.20 -0.03 -0.20
H 6.12419 2.42522 -3.92390 0.08 -0.05 0.14
H 5.18765 3.51148 -2.91078 0.15 0.14 -0.11
H 8.42856 1.82951 -3.00802 0.34 -0.30 0.28
H 8.20291 0.76606 -1.53625 0.17 0.09 -0.15
H 7.14176 0.64869 -2.97266 0.13 -0.11 0.17
H -0.74541 3.05154 0.47921 0.19 0.23 0.38
H 0.45007 2.50716 1.51739 -0.36 -0.47 0.17
H 0.02867 3.63328 -1.61034 0.21 0.43 -0.13
H 2.98914 1.22548 -4.31816 0.13 0.29 0.06
H 2.30602 -0.74115 -4.53099 -0.06 -0.55 0.21
O -1.92618 -3.87578 -4.79773 0.10 -0.21 -0.36
C -1.43873 -3.88652 -5.90968 -0.14 -0.13 0.07
C -0.54353 -2.80106 -6.37272 0.06 0.03 -0.09
C -0.01505 -2.81708 -7.59420 0.00 0.04 0.09
C -0.29692 -3.92084 -8.54377 0.04 0.00 -0.10
O 0.18693 -3.93525 -9.65560 -0.01 0.00 0.05
C -1.19465 -5.00761 -8.08011 -0.05 -0.04 0.06
C -1.72338 -4.99177 -6.85950 0.01 -0.04 -0.06
H -0.34869 -2.00523 -5.66989 0.03 0.11 0.11
H 0.64027 -2.03228 -7.95157 -0.02 -0.02 -0.03
H -1.39053 -5.80427 -8.78650 0.03 0.02 -0.03
H -2.37992 -5.77521 -6.50249 0.00 0.03 0.04
O 0.93627 -3.67239 6.90180 -0.02 0.03 -0.01
C 0.30947 -2.64887 6.72938 0.03 -0.03 0.02
C 0.04689 -2.12585 5.36495 0.00 0.03 0.08
C -0.63882 -1.00185 5.17660 0.02 -0.02 -0.07
C -1.17119 -0.22512 6.32124 -0.03 0.09 -0.02
O -1.79986 0.80098 6.15203 0.02 -0.01 0.04
C -0.90946 -0.74671 7.68355 0.00 -0.06 0.08
C -0.22396 -1.86995 7.87465 -0.04 0.04 0.02
H 0.44159 -2.70446 4.54037 0.01 0.01 0.11
H -0.83963 -0.60490 4.18852 -0.02 0.01 0.00
H -1.30561 -0.16346 8.50390 0.02 0.03 -0.01
H -0.02305 -2.26585 8.86196 0.02 -0.03 -0.02
O 0.26592 1.96105 9.39593 0.02 -0.04 0.04
C -0.60279 2.64481 9.89566 -0.02 0.01 -0.07
C -0.44546 3.22408 11.25234 0.00 0.04 0.06
C -1.40168 3.97122 11.79722 0.07 -0.03 0.01
C -2.66476 4.25800 11.07085 -0.08 0.05 0.01
O -3.53408 4.94067 11.56843 0.03 -0.02 0.00
C -2.82071 3.67783 9.71389 0.05 -0.05 -0.03
C -1.86461 2.93030 9.16794 -0.08 0.01 -0.07
H 0.48222 3.00449 11.76558 0.01 -0.02 -0.03
H -1.30737 4.40264 12.78565 -0.04 0.02 -0.01
H -3.74819 3.89716 9.20049 -0.01 0.02 0.03
H -1.95871 2.49764 8.17763 0.04 -0.03 0.00
O -10.12010 -4.70958 -1.17639 0.02 0.03 -0.01
C -9.21973 -3.89969 -1.25462 -0.05 -0.07 0.02
C -9.48167 -2.49343 -1.64821 0.03 0.09 -0.02
C -8.49411 -1.60568 -1.73619 -0.12 -0.02 0.05
C -7.08926 -1.98339 -1.44428 0.13 0.07 0.06
O -6.18839 -1.17519 -1.52134 -1.02 -1.27 -1.25
C -6.82811 -3.38918 -1.04965 -0.04 -0.12 0.06
C -7.81594 -4.27705 -0.96157 0.08 0.03 0.00
H -10.51244 -2.23665 -1.85751 -0.01 -0.05 0.00
H -8.66516 -0.57540 -2.02224 0.05 0.01 0.01
H -5.79659 -3.64534 -0.84046 0.02 0.07 -0.01
H -7.64527 -5.30716 -0.67545 -0.05 -0.01 -0.01
```
Forces are in eV/Å.

## Properties
Total energy = -184466.32428 eV
Gap between HOMO and LUMO = 6.90 eV
Total charge = 0
Largest force on an atom = 2.21 eV/A
Lowest unoccupied orbital energy = -1.5 eV

***

- The lowest largest force on an atom belongs to which entry?
  C41H52BiN5O3SSi2

***

- The lowest total energy belongs to which entry?
  C41H54B2BrN4O16PS2